# 1
The following is a DFT calculation (ωB97M-V/def2-TZVPD) of C33H42N5PdSSb as an isolated structure in a non-equilibrium geometry.

Each line ends with the Mulliken charge.
Element x y z (Å)
Pd 0.00 0.00 0.00  -0.87
N -4.07 -0.96 0.06  0.05
C -4.87 -0.03 0.73  0.28
C -6.26 -0.23 0.82  -0.72
C -7.08 0.69 1.48  -0.63
C -6.52 1.82 2.06  -0.69
C -5.14 2.04 1.97  -0.80
C -4.32 1.12 1.31  0.89
S -2.57 1.43 1.23  -0.24
N -1.95 0.14 0.38  0.22
C -2.70 -0.83 -0.07  0.51
C -1.92 -1.90 -0.82  -0.45
C -2.52 -3.02 -1.38  -0.91
C -1.71 -3.95 -2.04  -1.27
C -0.34 -3.72 -2.12  -0.51
C 0.17 -2.58 -1.53  -0.26
N -0.59 -1.67 -0.89  2.84
H -4.55 -1.75 -0.33  0.05
H -6.71 -1.11 0.37  0.39
H -8.15 0.51 1.54  0.40
H -7.15 2.54 2.57  0.41
H -4.71 2.93 2.43  0.41
H -3.58 -3.21 -1.33  0.60
H -2.14 -4.83 -2.50  0.50
H 0.32 -4.42 -2.63  0.62
H 1.23 -2.36 -1.56  -1.08
C -1.01 -2.20 2.11  -1.21
N -0.06 -1.19 1.64  0.51
C 0.93 -1.00 2.44  -0.02
C 1.87 -0.03 2.02  0.13
C 3.03 0.38 2.63  -1.16
C 3.56 1.35 1.79  -0.87
C 2.68 1.46 0.73  -0.76
N 1.65 0.62 0.88  0.38
C -0.48 -3.61 2.05  0.47
C 0.19 -4.07 0.91  1.76
C 0.66 -5.39 0.84  -0.88
C 0.46 -6.25 1.91  -0.77
C -0.21 -5.81 3.05  -0.61
C -0.68 -4.50 3.12  -0.99
H -1.91 -2.14 1.48  0.24
H -1.34 -1.95 3.13  0.73
H 1.11 -1.52 3.39  0.44
H 3.45 0.02 3.56  0.53
H 4.48 1.91 1.93  0.47
H 2.77 2.13 -0.12  0.50
H 0.34 -3.40 0.06  -0.69
H 1.18 -5.73 -0.05  0.44
H 0.83 -7.27 1.86  0.42
H -0.37 -6.49 3.89  0.41
H -1.21 -4.17 4.01  0.44
C 0.62 -1.73 -4.48  -0.99
C 0.99 -0.26 -4.32  0.07
C -0.19 0.62 -4.72  -1.25
Sb 1.58 0.17 -2.24  1.04
C 3.36 -1.10 -2.19  0.31
C 4.42 -0.50 -1.26  -1.06
C 2.97 -2.49 -1.68  -1.15
C 2.54 2.12 -2.53  0.24
C 1.51 3.24 -2.40  -1.22
C 3.29 2.21 -3.86  -1.40
H 0.30 -1.93 -5.53  0.55
H -0.21 -2.01 -3.79  0.16
H 1.50 -2.37 -4.29  0.24
H 1.85 -0.05 -4.99  0.58
H -1.06 0.43 -4.05  0.24
H -0.49 0.40 -5.77  0.43
H 0.09 1.69 -4.67  0.25
H 3.78 -1.17 -3.21  0.64
H 4.02 -0.38 -0.23  0.17
H 4.75 0.49 -1.64  0.27
H 5.32 -1.16 -1.23  0.51
H 2.56 -2.42 -0.65  0.22
H 3.86 -3.16 -1.66  0.53
H 2.20 -2.96 -2.31  0.17
H 3.27 2.25 -1.70  0.53
H 0.74 3.18 -3.19  0.25
H 2.02 4.23 -2.47  0.45
H 1.01 3.18 -1.41  0.25
H 2.59 2.13 -4.71  0.29
H 4.04 1.39 -3.93  0.32
H 3.82 3.18 -3.93  0.47
H -0.18 1.66 -0.30  0.24

Properties
strongest force on any atom = 0.091 Eh/bohr
HOMO-LUMO gap (alpha / beta) = 5.379 / 5.377 eV
charge = +2

=====

# 2
The following is a DFT calculation (ωB97M-V/def2-TZVPD) of C33H43ClLiN7O5SSi2 as an isolated structure in a non-equilibrium geometry.

Each line ends with the Mulliken charge.
Element x y z (Å)
Li 1.46 -0.56 0.21  0.55
S 3.66 0.38 0.33  -0.21
C 3.38 0.98 -1.32  0.17
N 4.46 1.22 -2.06  -0.97
N 4.11 1.73 -3.35  0.15
C 3.71 0.98 -4.40  0.50
C 3.30 -0.36 -4.25  -0.15
C 2.90 -1.09 -5.35  -0.62
C 2.86 -0.55 -6.64  -0.59
C 3.27 0.78 -6.79  -0.33
C 3.68 1.53 -5.70  -0.67
N 2.14 1.15 -1.92  -0.39
N 1.04 1.05 -1.17  -0.22
C -0.05 1.40 -1.84  -0.66
C -1.40 1.60 -1.09  0.83
C -2.36 2.46 -1.90  -0.78
C -2.15 2.83 -3.16  -0.51
C -0.93 2.45 -3.89  -0.56
C 0.05 1.80 -3.24  -1.00
H 4.53 2.62 -3.56  0.18
H 3.30 -0.79 -3.26  0.47
H 2.58 -2.12 -5.20  0.34
H 2.53 -1.13 -7.49  0.35
H 3.25 1.24 -7.77  0.32
H 3.98 2.57 -5.84  0.26
H -1.17 2.16 -0.19  0.40
H -3.29 2.74 -1.41  0.14
H -2.91 3.41 -3.68  0.35
H -0.81 2.71 -4.93  0.36
H 0.98 1.56 -3.74  0.42
C 4.76 -1.17 2.45  -1.52
C 3.54 -1.49 3.29  0.77
C 2.69 -2.53 2.97  -0.51
C 1.48 -2.72 3.63  -0.34
C 1.11 -1.87 4.66  -0.19
N -0.16 -2.04 5.26  0.04
C -1.00 -1.12 5.84  0.22
O -1.96 -1.45 6.53  -0.76
N -0.73 0.20 5.56  0.00
C -0.07 0.74 4.42  -0.35
C 0.48 2.01 4.49  -0.54
C 1.14 2.51 3.38  -1.04
C 1.27 1.72 2.25  -0.81
N 0.73 0.49 2.19  1.58
C 0.07 0.02 3.25  -0.56
C 2.00 -0.87 5.06  0.06
C 3.18 -0.68 4.37  -0.97
H 5.04 -2.02 1.82  0.36
H 5.62 -0.90 3.07  0.45
H 4.55 -0.33 1.78  0.17
H 2.92 -3.17 2.12  0.13
H 0.78 -3.48 3.29  0.90
H -0.57 -2.95 5.24  0.27
H -1.32 0.82 6.09  0.24
H 0.38 2.59 5.40  0.45
H 1.58 3.50 3.40  0.41
H 1.81 2.04 1.37  0.30
H -0.34 -0.98 3.16  0.41
H 1.74 -0.21 5.89  0.44
H 3.83 0.15 4.66  0.34
O 1.90 -2.62 1.16  -0.62
Cl 0.57 -2.95 0.65  1.70
O -0.45 -2.63 1.66  -0.65
O 0.47 -4.34 0.27  -0.82
O 0.35 -2.07 -0.52  -0.66
C -3.67 -0.87 1.84  -1.16
Si -3.37 0.64 0.77  0.54
C -5.07 1.23 0.24  -1.27
C -2.76 2.05 1.83  -0.81
C -2.15 0.28 -0.61  2.82
Si -2.77 -0.87 -1.96  0.18
C -4.29 -0.24 -2.87  -1.22
C -1.51 -1.21 -3.27  -0.79
C -3.31 -2.48 -1.21  -1.02
H -3.76 -0.58 2.90  0.42
H -2.86 -1.60 1.75  0.18
H -4.60 -1.37 1.55  0.39
H -5.69 1.31 1.15  0.39
H -5.56 0.54 -0.45  0.31
H -5.03 2.22 -0.24  0.30
H -3.28 2.03 2.80  0.36
H -2.96 3.01 1.35  0.35
H -1.68 2.00 2.02  -0.01
H -1.38 -0.32 -0.09  -1.56
H -4.14 0.77 -3.26  0.28
H -5.19 -0.25 -2.24  0.34
H -4.47 -0.92 -3.73  0.38
H -1.24 -0.30 -3.81  0.22
H -1.92 -1.94 -3.98  0.50
H -0.59 -1.63 -2.83  0.04
H -4.13 -2.33 -0.49  0.27
H -2.49 -2.98 -0.68  0.15
H -3.67 -3.15 -2.01  0.37

Properties
strongest force on any atom = 0.117 Eh/bohr
HOMO-LUMO gap = 5.332 eV
charge = -2

=====

# 3
The following is a DFT calculation (ωB97M-V/def2-TZVPD) of C33H43N6O4Si2TeTi as an isolated structure.

Each line ends with the Mulliken charge.
Element x y z (Å)
Ti -1.36 -1.12 -0.15  -0.33
C -0.82 2.90 -3.40  -1.02
O -0.50 2.76 -2.00  -0.04
C -1.57 2.91 -1.16  0.38
C -2.12 4.15 -0.87  -0.56
C -3.15 4.28 0.06  -0.95
C -3.61 3.17 0.74  -0.95
C -3.06 1.91 0.47  0.45
C -3.44 0.77 1.25  -0.36
N -2.87 -0.39 1.15  1.11
N -3.35 -1.33 2.07  -1.19
C -2.63 -2.39 2.03  0.83
O -1.61 -2.40 1.12  -0.34
C -2.84 -3.56 2.86  0.38
C -3.86 -3.56 3.81  -0.46
C -4.06 -4.67 4.60  -0.78
C -3.24 -5.79 4.44  -0.42
C -2.23 -5.80 3.49  -0.87
C -2.02 -4.68 2.70  -0.14
C -2.08 1.78 -0.52  0.32
O -1.60 0.56 -0.84  -0.34
H 0.11 2.79 -3.95  0.32
H -1.25 3.88 -3.60  0.34
H -1.53 2.12 -3.70  0.28
H -1.73 5.03 -1.37  0.56
H -3.56 5.26 0.27  0.45
H -4.38 3.26 1.50  0.52
H -4.22 0.86 2.00  0.49
H -4.48 -2.68 3.93  0.47
H -4.84 -4.68 5.34  0.44
H -3.40 -6.66 5.06  0.42
H -1.61 -6.67 3.38  0.44
H -1.24 -4.68 1.95  0.43
N -0.86 -2.07 -3.23  0.10
C -2.22 -2.02 -2.93  0.87
C -3.15 -2.08 -3.97  -1.01
C -4.49 -2.09 -3.67  -0.48
C -4.89 -2.06 -2.33  -1.11
C -3.93 -1.97 -1.37  -0.18
N -2.60 -1.91 -1.65  0.85
C 0.08 -2.71 -2.42  0.63
C 1.05 -3.53 -3.00  -1.11
C 1.95 -4.17 -2.18  -0.52
C 1.87 -3.99 -0.79  -1.16
C 0.90 -3.16 -0.30  -0.30
N 0.02 -2.50 -1.10  0.70
H -0.68 -2.17 -4.21  0.33
H -2.81 -2.16 -4.99  0.45
H -5.22 -2.14 -4.46  0.47
H -5.94 -2.10 -2.05  0.51
H -4.19 -1.95 -0.32  0.47
H 1.06 -3.69 -4.07  0.49
H 2.69 -4.83 -2.60  0.50
H 2.54 -4.50 -0.11  0.55
H 0.78 -3.00 0.76  0.58
O 0.34 0.41 1.31  -0.21
N 0.50 0.11 0.18  0.54
C -0.36 3.49 2.12  -0.43
Si 1.48 3.52 1.85  0.07
C 2.13 5.26 1.95  -1.17
C 2.43 2.40 3.00  -1.01
C 1.87 3.11 -0.02  -0.39
Te 1.98 1.26 -0.97  0.22
C 3.56 0.41 0.08  -0.70
Si 5.27 0.83 -0.79  0.12
C 6.57 0.43 0.46  -1.03
C 5.25 2.63 -1.28  -1.09
C 5.30 -0.26 -2.30  -0.99
H -0.58 3.91 3.11  0.54
H -0.80 2.50 2.08  0.04
H -0.87 4.12 1.39  0.04
H 1.97 5.64 2.96  0.38
H 1.61 5.93 1.27  0.38
H 3.20 5.32 1.75  0.35
H 2.28 2.77 4.02  0.43
H 3.51 2.43 2.82  0.35
H 2.10 1.36 2.99  0.31
H 2.89 3.47 -0.16  0.24
H 1.22 3.70 -0.67  0.46
H 3.44 -0.68 0.01  0.37
H 3.52 0.73 1.12  0.38
H 6.50 1.07 1.34  0.35
H 7.56 0.58 0.02  0.37
H 6.52 -0.61 0.79  0.36
H 5.19 3.31 -0.43  0.33
H 4.47 2.89 -2.00  0.43
H 6.20 2.85 -1.78  0.42
H 5.33 -1.32 -2.04  0.32
H 6.19 -0.05 -2.89  0.38
H 4.44 -0.09 -2.96  0.34

Properties
strongest force on any atom = 0.017 Eh/bohr
HOMO-LUMO gap = 5.456 eV
charge = +3